[1]
Density functional theory data (the ωB97M-V functional and the def2-TZVPD basis) for a structure of composition C8H15NO in a non-equilibrium geometry.

The LUMO energy is 0.79 eV. Its gap between HOMO and LUMO is 9.6 eV. As for the energy above the lowest of the compared OMol25 structures with the same formula, charge and spin: 5.072 eV. The energy comes out at -443.6548 a.u. The largest force on an atom comes out at 4.65 eV Å⁻¹.

```
! RIJCOSX wB97M-V def2-TZVPD def2/J DEFGRID3
* xyz 0 1
C 1.07192 -0.17482 0.46765
C -1.96267 0.14717 0.31338
C -0.29445 0.06973 -1.70633
C 1.07238 0.25394 1.93687
C 2.50648 -0.17424 -0.07671
C 0.19108 0.74173 -0.39988
C -1.35921 -0.80903 -1.26067
C -1.78135 -2.03674 -1.30760
O -1.82452 1.22710 1.19937
N 0.32813 2.02794 -0.50043
H -1.79553 2.03635 0.66825
H 0.66840 -1.19051 0.39472
H 0.44295 2.46076 0.41546
H -2.91716 0.31594 -0.20321
H -2.07360 -0.71946 0.96829
H -0.69388 0.85562 -2.35218
H 0.52247 -0.46693 -2.19569
H 1.70644 -0.41846 2.51525
H 0.07021 0.24370 2.35817
H 1.47182 1.26222 2.04670
H 2.54882 -0.48978 -1.12002
H 2.93355 0.82583 -0.01182
H 3.12793 -0.84946 0.51156
H -1.45791 -2.73079 -2.07901
H -2.50231 -2.40782 -0.58212
*
```



[2]
Density functional theory data (the ωB97M-V functional and the def2-TZVPD basis) for the molecule C8H15NO2S in a non-equilibrium geometry.

The LUMO energy (alpha / beta) is -0.08 / -0.08 eV. Its gap between HOMO and LUMO (alpha / beta) is 7.2 / 7.2 eV. As for the energy above the lowest of the compared OMol25 structures with the same formula, charge and spin: 7.084 eV. The energy comes out at -916.9641 a.u. The largest force on an atom comes out at 5.02 eV Å⁻¹.

```
! RIJCOSX wB97M-V def2-TZVPD def2/J DEFGRID3
* xyz 0 1
C 3.18206 -0.12314 -0.17749
C 2.58827 0.80140 0.83048
C 2.08959 0.35467 -1.16376
C 1.41082 1.01962 0.01880
C 1.28643 -0.76043 -1.77470
C -2.25558 -1.11863 1.74436
C -3.53687 0.53111 -0.37544
C -1.55425 -1.06628 0.46187
N 0.20058 1.32512 0.24048
O -0.24633 1.57506 1.35009
O -0.62411 1.48302 -0.79654
S -1.90720 -0.18686 -0.89825
H 4.19239 0.05962 -0.51463
H 3.12591 -1.15264 0.32284
H 2.37385 0.37824 1.77504
H 3.27142 1.69817 0.93317
H 2.45662 1.00543 -1.82912
H 1.07609 -1.56644 -1.04781
H 1.84155 -1.34942 -2.50853
H 0.43824 -0.29239 -2.34192
H -3.11833 -1.68470 1.75592
H -2.53322 -0.15374 2.20814
H -1.40980 -1.45349 2.52232
H -3.51645 1.35496 0.38910
H -4.19777 -0.27640 -0.20467
H -4.05042 1.01127 -1.24868
H -0.58349 -1.41316 0.32896
*
```



[3]
Density functional theory data (the ωB97M-V functional and the def2-TZVPD basis) for a cluster of 2 separate species, C8H15O2P in total in a non-equilibrium geometry.

The LUMO energy is -0.03 eV. Its gap between HOMO and LUMO is 6.9 eV. As for the energy above the lowest of the compared OMol25 structures with the same formula, charge and spin: 8.102 eV. The energy comes out at -805.4015 a.u. The largest force on an atom comes out at 4.13 eV Å⁻¹.

```
! RIJCOSX wB97M-V def2-TZVPD def2/J DEFGRID3
* xyz 0 1
C -1.23463 -0.57410 0.63022
C -0.72169 0.24000 -0.11803
C -1.37182 -1.21453 3.10890
C 0.18429 -2.39987 1.54127
C -2.29548 -2.67069 1.05834
C -0.35104 2.48122 -0.07503
C 3.64232 2.13757 -0.55811
C -1.19975 -1.73278 1.58384
O -0.36935 1.24707 -0.88069
O 2.44099 2.61893 -1.14234
P 1.43813 1.88449 -2.25002
H -0.66705 -0.38665 3.26140
H -2.35913 -0.89032 3.42113
H -1.07294 -2.11949 3.68433
H 0.82028 -1.48917 1.54868
H 0.47957 -2.84656 0.59504
H 0.38214 -2.94368 2.54346
H -2.11911 -3.70606 1.36196
H -2.26067 -2.81229 0.00103
H -3.26064 -2.32232 1.63403
H 0.65366 2.88896 -0.05007
H -0.58941 2.22449 0.93990
H -0.96449 3.16043 -0.46195
H 3.90386 1.10111 -1.08524
H 3.37096 1.97482 0.55435
H 4.30802 2.95364 -0.50859
*
```



[4]
Density functional theory data (the ωB97M-V functional and the def2-TZVPD basis) for the molecule C8H15P in a non-equilibrium geometry.

The LUMO energy is 0.64 eV. Its gap between HOMO and LUMO is 8.5 eV. As for the energy above the lowest of the compared OMol25 structures with the same formula, charge and spin: 3.686 eV. The energy comes out at -654.9960 a.u. The largest force on an atom comes out at 4.17 eV Å⁻¹.

```
! RIJCOSX wB97M-V def2-TZVPD def2/J DEFGRID3
* xyz 0 1
C 0.91037 -1.96455 1.55648
C 0.79961 -1.26940 -1.19306
C 1.93318 -2.31134 -0.98057
C 0.82481 -0.25610 -0.12836
C -0.34771 1.76442 -0.71552
C -0.43025 1.24451 1.63260
C -1.80600 -0.07128 0.05588
C -0.46004 0.63360 0.23441
P 1.74529 -3.08323 0.77353
H 0.37519 -2.05537 2.48642
H 1.04204 -0.90725 -2.20775
H -0.14232 -1.72475 -1.23970
H 1.94800 -3.18089 -1.68820
H 3.00848 -1.93461 -0.88727
H 1.72523 0.39197 0.04580
H -1.25054 2.31161 -0.58364
H -0.35699 1.49055 -1.67591
H 0.49305 2.39475 -0.48776
H -1.40895 1.63930 1.89763
H -0.10601 0.53477 2.32349
H 0.23773 2.14672 1.62185
H -1.76902 -1.19025 0.43772
H -1.99776 -0.39726 -0.96453
H -2.49094 0.54503 0.57906
*
```



[5]
Density functional theory data (the ωB97M-V functional and the def2-TZVPD basis) for a structure of composition C8H16B2CuF8O4S2 in a non-equilibrium geometry.

The LUMO energy is 2.47 eV. Its gap between HOMO and LUMO is 8.4 eV. The energy comes out at -3901.4452 a.u. The largest force on an atom comes out at 1.41 eV Å⁻¹.

```
! RIJCOSX wB97M-V def2-TZVPD def2/J DEFGRID3
* xyz -1 1
Cu 1.39268 0.97434 -1.67027
B 2.79844 -1.90548 -1.20278
F 2.49594 -2.19306 -2.55912
F 3.03887 -0.49207 -1.10770
F 1.65676 -2.24795 -0.43594
F 3.91051 -2.60295 -0.76929
B 0.98520 3.72005 -1.56390
F 1.16002 4.95161 -2.19273
F 2.21217 3.14649 -1.16355
F 0.20041 3.86139 -0.39626
F 0.32658 2.85131 -2.47674
C -0.79327 -4.06005 -1.08699
C -1.83280 -3.42797 -0.15700
C -1.47354 -1.94658 -0.13601
S -1.23619 -1.53755 -1.85258
O -0.19311 -0.56137 -2.00214
O -2.52012 -1.38445 -2.48949
C -0.60049 -3.16644 -2.29980
H -1.08019 -5.09838 -1.27898
H 0.14194 -4.16552 -0.53549
H -1.79736 -3.78459 0.87090
H -2.84731 -3.48525 -0.56088
H -0.50838 -1.77938 0.35816
H -2.13061 -1.25872 0.39774
H 0.46837 -3.04569 -2.47713
H -1.07256 -3.45236 -3.23680
C -1.21704 2.88639 1.85042
C -0.11794 3.23098 2.86490
C 1.12718 2.42605 2.48216
S 0.47583 0.84858 1.87156
O 0.55174 -0.09508 2.95474
O 1.02896 0.56036 0.57783
C -1.23163 1.37540 1.66367
H -0.94802 3.40468 0.92955
H -2.19938 3.25608 2.14449
H -0.41248 2.92525 3.87150
H 0.14872 4.28509 2.81320
H 1.76382 2.20319 3.33037
H 1.65054 2.81934 1.61022
H -1.81681 0.85263 2.41643
H -1.50549 1.11168 0.64372
*
```



[6]
Density functional theory data (the ωB97M-V functional and the def2-TZVPD basis) for the ion C8H16BrN3 with charge +2 in a non-equilibrium geometry.

The LUMO energy is -10.75 eV. Its gap between HOMO and LUMO is 6.3 eV. As for the energy above the lowest of the compared OMol25 structures with the same formula, charge and spin: 1.601 eV. The energy comes out at -3051.9457 a.u. The largest force on an atom comes out at 3.92 eV Å⁻¹.

```
! RIJCOSX wB97M-V def2-TZVPD def2/J DEFGRID3
* xyz 2 1
C -0.27112 -1.32212 0.95004
C 0.43999 1.02593 0.46186
C 0.62099 -1.99802 1.71577
C -1.33674 -1.79655 -0.01057
C -1.14739 -1.04097 -1.34929
C 1.66912 0.83730 -0.36998
C 2.01299 1.79705 -1.41576
C -1.49831 0.62388 1.78714
N -0.33774 0.11318 0.95155
N 0.13117 2.30948 0.63794
N 0.17197 -0.83953 -1.86931
Br 3.00130 -0.54014 0.06519
H 1.39522 -1.56722 2.35749
H 0.75020 -3.12243 1.73286
H -1.16079 -2.88225 0.00993
H -2.37251 -1.58798 0.46656
H -1.72005 -1.77802 -1.96024
H -1.78711 -0.07777 -1.30527
H 1.91956 2.91313 -1.13809
H 1.36920 1.64834 -2.26015
H 3.02733 1.69523 -1.73218
H -1.18163 1.32029 2.57688
H -2.19196 1.12212 0.97398
H -2.08812 -0.22367 2.28763
H 0.62639 3.04383 0.06306
H -0.72495 2.43121 1.16189
H 0.60450 -1.73364 -2.04227
H 0.07849 -0.37067 -2.74666
*
```



[7]
Density functional theory data (the ωB97M-V functional and the def2-TZVPD basis) for the ion C8H16BrN3O with charge +2 in a non-equilibrium geometry.

The LUMO energy (alpha / beta) is -8.42 / -8.42 eV. Its gap between HOMO and LUMO (alpha / beta) is 8.4 / 8.4 eV. As for the energy above the lowest of the compared OMol25 structures with the same formula, charge and spin: 0.000 eV. The energy comes out at -3127.1280 a.u. The largest force on an atom comes out at 3.85 eV Å⁻¹.

```
! RIJCOSX wB97M-V def2-TZVPD def2/J DEFGRID3
* xyz 2 1
C 2.15708 -0.11732 -0.14307
C 0.89801 -0.16512 -0.47405
C -2.97336 1.43537 0.43459
C -1.80115 2.34740 0.42458
C -2.86537 0.43022 -0.66676
C -0.54301 1.49644 0.61644
C -1.65772 -0.44156 -0.59487
C 2.87096 -1.49226 -0.33319
N 2.01824 -2.38830 -1.01173
N -0.30845 0.49341 -0.47349
N 3.08050 -1.98612 1.07084
O 0.72760 -2.10868 -0.74526
Br 3.31630 1.40692 0.35518
H -3.05226 0.84867 1.35935
H -3.81937 1.96447 0.56043
H -1.72286 2.79291 -0.54066
H -1.95715 3.20170 1.15420
H -3.64654 -0.27422 -0.54478
H -2.94161 1.11997 -1.57776
H 0.36108 2.09135 0.54131
H -0.47380 0.95714 1.55857
H -1.61300 -0.97484 0.30566
H -1.42216 -1.15324 -1.37546
H 3.90355 -1.35141 -0.87687
H 2.42335 -2.76581 -1.93381
H -0.35091 1.13069 -1.29037
H 2.21766 -2.38571 1.30437
H 3.48882 -1.27797 1.71916
H 3.68558 -2.83412 1.17745
*
```